Below is a single C6H10O molecule, with properties calculated with the ωB97M-V functional and the def2-TZVPD basis.

Results
* E_LUMO (spin up / spin down): 0.01210 / 0.00468 Ha
* highest occupied orbital energy (spin up / spin down): -8.259 / -8.017 eV

```
17
Properties=species:S:1:pos:R:3:forces:R:3:nbo_charge:R:1
C -1.758 -0.557 0.877 -0.9 -0.4 0.6 -0.2991
C -1.004 0.686 0.613 -0.9 0.2 0.5 -0.3853
C 0.513 0.794 0.928 0.0 0.0 0.2 -0.4008
C 0.759 0.351 -0.539 -0.3 -0.2 0.1 0.1824
O 1.745 1.013 -1.295 0.2 -0.1 0.1 -0.7025
C 0.871 -1.172 -0.610 0.1 -0.2 0.0 -0.6392
C -0.674 0.738 -0.815 0.7 0.3 -1.1 -0.0701
H -1.863 -1.347 0.139 0.2 0.1 0.1 0.1699
H -2.587 -0.493 1.580 0.1 -0.1 0.0 0.1731
H 0.036 -1.618 -0.059 0.4 0.0 -0.2 0.2261
H -1.651 1.478 1.008 0.3 0.2 0.0 0.2412
H 0.914 0.172 1.735 0.0 0.1 -0.2 0.2049
H 0.769 1.848 1.069 0.1 -0.2 0.0 0.2234
H 2.588 0.565 -1.138 -0.2 0.1 -0.1 0.4656
H 0.837 -1.496 -1.653 0.0 0.0 0.1 0.2175
H 1.781 -1.546 -0.129 0.1 0.1 -0.1 0.2044
H -1.274 0.586 -1.711 0.0 0.1 0.2 0.1886
```
Forces are in eV/Å.

=====

Below is a single C2F2O molecule, with properties calculated with the ωB97M-V functional and the def2-TZVPD basis.

Results
* E_LUMO (spin up / spin down): -0.06430 / -0.07164 Ha
* highest occupied orbital energy (spin up / spin down): -10.280 / -10.424 eV

```
5
Properties=species:S:1:pos:R:3:forces:R:3:nbo_charge:R:1
C -0.233 0.440 0.007 -0.8 2.1 -1.5 0.6272
C 0.143 -0.923 -0.018 -1.1 -2.6 0.9 0.4274
O -0.382 1.135 0.952 0.5 -0.2 -0.2 -0.4631
F 1.019 -1.578 -0.667 0.6 1.3 -0.4 -0.2343
F -0.871 0.767 -1.227 0.8 -0.6 1.2 -0.3572
```
Forces are in eV/Å.

=====

Below is a molecular structure, C11H31BN2P2V, with properties calculated with the ωB97M-V functional and the def2-TZVPD basis.

Results
* E_LUMO (spin up / spin down): -0.39864 / -0.39641 Ha
* highest occupied orbital energy (spin up / spin down): -18.961 / -17.626 eV
* total charge: +3
* multiplicity: 3

```
48
Properties=species:S:1:pos:R:3:forces:R:3:nbo_charge:R:1
V -0.059 0.055 -0.932 -0.4 0.3 -0.6 0.9047
H 2.362 0.138 -1.147 1.5 0.0 0.0 -0.1383
H -1.728 0.207 -0.653 -2.3 0.1 -0.6 0.3455
P 1.070 -2.445 -0.338 1.4 -0.7 0.7 1.3306
P 0.479 2.467 -0.561 1.2 1.3 0.5 0.7945
C 2.289 2.597 -0.161 0.0 -0.1 -0.1 -0.9110
H 2.611 3.643 -0.188 -0.2 -0.1 0.0 0.2824
H 2.487 2.213 0.852 -0.1 0.1 -0.2 0.2444
H 2.921 2.021 -0.855 -0.4 0.7 0.3 0.2447
C 0.234 3.618 -1.970 -0.2 -0.2 -0.4 -0.9240
H -0.843 3.761 -2.140 0.2 0.0 0.1 0.2590
H 0.667 4.596 -1.708 -0.1 -0.3 -0.1 0.2828
H 0.667 3.267 -2.922 0.0 0.1 0.5 0.2689
C -0.286 3.455 0.804 0.1 -0.5 0.0 -0.9015
H -0.169 2.948 1.780 -0.1 0.3 -0.5 0.2457
H 0.236 4.425 0.842 -0.2 -0.4 0.0 0.2830
H -1.351 3.615 0.576 0.3 0.0 0.2 0.2577
C 1.904 -2.919 -1.869 -0.3 0.3 -0.3 -0.9571
H 1.989 -4.019 -1.835 0.0 0.3 -0.1 0.3156
H 1.347 -2.606 -2.772 0.2 -0.3 0.4 0.2898
H 2.911 -2.468 -1.898 -0.3 -0.2 0.1 0.3051
C 2.117 -2.990 1.028 -0.1 0.2 -0.1 -0.9428
H 1.732 -2.662 1.992 -0.2 -0.1 0.0 0.2857
H 2.137 -4.080 0.985 0.1 0.0 0.1 0.2993
H 3.131 -2.597 0.920 -0.1 -0.1 -0.1 0.2975
C -0.553 -3.221 -0.138 -0.4 0.4 -0.1 -0.9556
H -1.175 -3.173 -1.044 0.3 -0.1 0.2 0.2837
H -0.283 -4.268 0.064 -0.1 0.1 -0.1 0.3213
H -1.138 -2.843 0.716 0.5 -0.1 -0.2 0.2919
H -2.848 -0.884 -1.462 0.3 0.4 -0.3 0.4502
H -2.985 0.752 -1.718 0.2 -0.2 0.2 0.4734
H -0.663 0.940 -2.773 -0.1 0.1 -0.6 -0.0181
H -0.924 -1.197 -2.978 -0.1 0.4 -0.4 -0.0048
B -1.310 -0.075 -2.745 1.3 -0.9 0.6 0.0099
N -2.306 -0.019 -1.613 -0.7 0.5 0.0 -0.9417
H 3.130 0.243 -1.012 -1.2 -0.5 -0.4 0.1537
H 1.291 -1.000 -0.147 -0.3 -0.8 0.0 -0.0604
C -2.146 -0.177 3.570 -0.4 -0.3 0.0 -0.0808
C -0.823 0.161 3.326 0.9 0.1 0.1 -0.2009
C -0.346 0.226 2.020 -1.3 -0.5 0.0 0.0500
N -1.175 -0.062 0.981 0.2 -0.1 -0.2 -0.5975
C -2.489 -0.372 1.207 0.7 0.0 0.4 0.0158
C -3.000 -0.431 2.488 0.0 -0.2 -0.1 -0.1909
H -2.506 -0.296 4.596 0.1 0.2 -0.4 0.2819
H -0.126 0.343 4.150 -0.4 0.0 -0.3 0.2755
H 0.685 0.459 1.748 -0.2 0.0 0.3 0.2078
H -3.125 -0.617 0.334 0.4 0.2 1.2 0.1946
H -4.041 -0.728 2.603 0.2 0.2 0.2 0.2786
```
Forces are in eV/Å.

=====

Below is a molecular structure, C39H33INNiO5S, with properties calculated with the ωB97M-V functional and the def2-TZVPD basis.

Results
* E_LUMO (spin up / spin down): -0.15233 / -0.15292 Ha
* highest occupied orbital energy (spin up / spin down): -10.391 / -10.391 eV
* total charge: +1

```
81
Properties=species:S:1:pos:R:3:forces:R:3:mulliken_charge:R:1
Ni -2.581 1.059 -0.516 -0.5 0.3 0.2 0.2148
C -3.523 1.959 1.385 0.2 0.1 0.3 -0.5036
C -2.247 2.513 1.196 0.0 0.0 0.1 0.5362
C -1.953 3.235 0.032 0.1 0.0 0.0 -0.1700
C -2.905 3.371 -0.982 0.2 0.1 0.0 -0.5261
C -4.138 2.752 -0.825 -0.1 -0.1 0.0 -0.5965
C -4.458 2.069 0.366 0.0 -0.1 -0.1 -0.4907
H -3.749 1.422 2.295 0.0 0.0 0.0 0.4679
H -1.485 2.403 1.956 0.0 0.0 0.0 0.0118
H -0.972 3.678 -0.071 0.0 0.0 0.0 0.5360
H -2.673 3.910 -1.890 0.0 0.0 0.0 0.4423
H -4.867 2.791 -1.622 0.0 -0.1 0.0 0.4830
H -5.433 1.614 0.473 0.0 -0.1 -0.1 0.5802
C -1.672 -2.390 2.175 -0.1 0.0 0.1 -1.1516
O -0.911 -2.554 1.000 0.1 0.0 -0.1 0.8593
C 0.188 -3.335 1.054 0.0 0.1 0.0 0.7535
C 0.516 -4.171 2.110 0.0 0.0 0.0 -0.9810
C 1.700 -4.901 2.072 0.0 0.0 0.0 -0.7387
C 2.563 -4.798 0.995 -0.1 0.0 0.0 -0.9450
C 2.217 -3.980 -0.073 0.0 0.0 0.0 -0.5949
C 1.034 -3.263 -0.060 0.1 0.0 0.1 -0.1889
N 0.722 -2.369 -1.124 0.0 -0.1 0.0 0.5238
C -1.340 -1.916 -2.075 0.0 -0.1 -0.3 0.6174
C -2.613 -2.268 -1.341 0.2 -0.3 -0.1 -0.1671
C -2.850 -3.583 -0.955 0.0 0.1 0.0 -0.6976
C -4.034 -3.936 -0.329 0.0 -0.1 0.0 -0.8491
C -5.007 -2.977 -0.087 0.0 0.2 0.0 -0.6836
C -4.786 -1.669 -0.486 -0.2 -0.1 0.1 -0.3577
C -3.602 -1.314 -1.123 -0.1 0.5 0.0 0.4980
O -3.464 -0.029 -1.569 -0.1 -0.7 -0.5 -1.0864
H -2.445 -1.663 1.929 0.0 0.0 0.0 0.0998
H -1.051 -2.013 2.992 0.0 0.0 0.0 0.3771
H -2.156 -3.322 2.479 0.0 0.0 0.0 0.3339
H -0.136 -4.250 2.967 0.0 0.0 0.0 0.4857
H 1.939 -5.557 2.898 0.0 0.0 0.0 0.4451
H 3.486 -5.360 0.970 0.0 0.0 0.0 0.4238
H 2.875 -3.894 -0.929 0.0 0.0 0.0 0.4717
H 1.531 -2.337 -1.739 0.0 0.0 0.0 0.4340
H -1.577 -1.840 -3.145 0.0 0.0 0.1 0.9658
H -2.089 -4.327 -1.138 0.0 0.0 0.0 0.5216
H -4.200 -4.964 -0.036 0.0 0.0 0.0 0.4257
H -5.932 -3.247 0.403 0.0 0.0 0.0 0.4351
H -5.535 -0.900 -0.341 0.0 0.0 0.0 0.4508
I 3.175 2.491 -5.586 0.1 0.1 -0.1 0.1421
C 1.873 1.481 -4.330 0.0 -0.1 0.1 -0.1888
C 1.152 2.188 -3.375 0.0 0.0 0.0 -0.6918
C 0.311 1.505 -2.517 0.0 0.1 0.1 0.2090
C 0.163 0.124 -2.612 0.0 -0.2 0.0 1.0923
C 0.857 -0.567 -3.607 -0.1 0.1 -0.1 -0.7907
C 1.723 0.104 -4.452 0.0 0.0 0.0 -1.0598
C -0.719 -0.578 -1.660 0.0 -0.2 0.4 0.6467
O -0.324 -2.910 -1.964 -0.1 0.1 0.1 -0.5435
O -1.048 -0.053 -0.582 0.1 0.5 -0.3 -0.6539
H 1.255 3.262 -3.303 0.0 0.0 0.0 0.4713
H -0.247 2.049 -1.767 0.0 0.0 0.0 -0.1180
H 0.728 -1.636 -3.723 0.0 0.0 0.0 0.6243
H 2.272 -0.441 -5.207 0.0 0.0 0.0 0.4392
O 1.544 -0.311 1.318 0.0 0.0 -0.1 -0.7056
S 1.630 1.009 0.638 0.0 -0.2 0.0 0.9484
C 3.366 1.324 0.337 0.1 0.0 0.0 0.4693
C 4.285 0.408 0.821 0.0 0.1 0.1 -0.4532
C 5.630 0.593 0.533 0.0 0.0 0.0 -0.7966
C 6.039 1.671 -0.237 0.0 0.0 0.0 -0.4850
C 5.104 2.569 -0.736 0.0 0.0 0.0 -0.8575
C 3.759 2.392 -0.458 0.0 0.0 0.0 -0.1264
C 1.296 2.231 1.916 0.0 0.0 0.1 0.3885
C 1.306 3.594 1.647 0.0 0.0 0.0 -0.4023
C 0.918 4.486 2.633 0.0 0.0 0.0 -0.6180
C 0.508 4.016 3.876 0.0 0.0 0.0 -0.5878
C 0.494 2.654 4.133 0.0 -0.1 0.0 -0.6355
C 0.886 1.751 3.150 0.0 0.0 0.0 -0.5186
H 3.935 -0.429 1.411 0.0 0.0 0.0 0.5212
H 6.360 -0.111 0.909 0.0 0.0 0.0 0.4257
H 7.089 1.810 -0.456 0.0 0.0 0.0 0.4090
H 5.422 3.401 -1.351 0.0 0.0 0.0 0.4272
H 3.028 3.073 -0.876 0.0 0.0 0.0 0.2363
H 1.624 3.965 0.680 0.0 0.0 0.0 0.3107
H 0.940 5.550 2.437 0.0 0.0 0.0 0.4274
H 0.208 4.715 4.645 0.0 0.0 0.0 0.4061
H 0.182 2.288 5.102 0.0 0.0 0.0 0.4453
H 0.888 0.682 3.320 0.0 0.0 0.0 0.5267
```
Forces are in eV/Å.

=====

no.,strongest force on any atom (eV/A)
1,1.34
2,2.95
3,2.36
4,0.89